C5H7NO2 | ωB97M-V/def2-TZVPD

LUMO in eV: -0.53
Energy above the lowest of the compared OMol25 structures with the same formula, charge and spin in kJ/mol: 567.60
SMILES: CCCC#C[N+](=O)[O-]
DFT total energy in Eh: -399.7494
Frontier orbital gap in eV: 10.01
Max |F| in eV Å⁻¹: 3.3

```
! wB97M-V def2-TZVPD RIJCOSX def2/J DEFGRID3
* xyz 0 1
C 1.277 1.165 0.318
C 1.412 0.065 -0.741
C 0.726 -1.141 -0.090
C -0.678 -0.970 0.282
C -1.825 -0.640 0.369
N -3.029 0.001 0.278
O -3.002 1.197 0.417
O -3.997 -0.672 -0.013
H 1.544 0.783 1.268
H 0.212 1.386 0.475
H 1.717 2.108 -0.130
H 1.065 0.322 -1.754
H 2.470 -0.216 -0.852
H 0.855 -2.091 -0.605
H 1.252 -1.299 0.778
*
```

C21H21N5RuS | ωB97M-V/def2-TZVPD

LUMO (spin up / spin down) in eV: -8.64 / -8.64
DFT total energy in Eh: -1579.1841
Frontier orbital gap (spin up / spin down) in eV: 5.78 / 5.78
Max |F| in eV Å⁻¹: 0.4

```
! wB97M-V def2-TZVPD RIJCOSX def2/J DEFGRID3
* xyz 2 1
Ru -0.236 0.243 -0.212
C 3.919 3.322 1.172
C 4.051 1.950 1.809
N 2.813 1.508 2.466
C 1.747 0.981 1.882
S 1.863 0.641 0.112
N 0.676 0.709 2.591
N -0.303 0.152 1.819
C -1.289 -0.486 2.359
C -1.516 -0.655 3.816
C -2.171 -1.144 1.354
C -3.316 -1.843 1.681
C -4.039 -2.466 0.669
C -3.598 -2.389 -0.643
C -2.441 -1.683 -0.914
N -1.753 -1.064 0.056
H 4.859 3.603 0.699
H 3.677 4.078 1.918
H 3.142 3.335 0.406
H 4.814 1.952 2.584
H 4.351 1.190 1.086
H 2.717 1.670 3.460
H -0.721 -0.177 4.381
H -1.554 -1.713 4.078
H -2.472 -0.207 4.097
H -3.635 -1.909 2.711
H -4.940 -3.014 0.910
H -4.136 -2.864 -1.450
H -2.045 -1.589 -1.915
C 0.335 -0.377 -4.519
C -0.309 0.737 -5.032
C -0.891 1.653 -4.164
C -0.816 1.425 -2.803
N -0.199 0.328 -2.314
C 0.369 -0.548 -3.146
C -1.343 2.307 -1.744
C -2.095 3.445 -1.981
C -2.516 4.231 -0.913
C -2.202 3.901 0.403
C -1.467 2.761 0.669
C -1.058 1.949 -0.400
H 0.807 -1.104 -5.164
H -0.356 0.899 -6.100
H -1.386 2.534 -4.547
H 0.861 -1.400 -2.694
H -2.355 3.739 -2.989
H -3.094 5.124 -1.113
H -2.530 4.539 1.213
H -1.198 2.507 1.685
*
```

The molar mass results, record by record, are as follows: 113.1; 476.6 g mol⁻¹.